1.
Entry from OMol25: a 2-piece molecular cluster, C4H12NOP overall (ωB97M-V with the def2-TZVPD basis set).

```
! wB97M-V def2-TZVPD RIJCOSX def2/J DEFGRID3
* xyz 0 1
H -2.58 -1.41 -0.16
H 1.64 -2.17 1.83
H 1.83 -0.66 2.80
H 2.57 -0.62 1.11
H -0.98 -1.73 0.41
C 1.86 -1.09 1.80
H -1.29 -1.03 -1.38
C 2.11 0.73 -1.63
H 2.81 0.78 -0.85
C -1.56 -0.99 -0.29
H -2.04 1.42 -1.52
C -2.15 1.40 -0.41
H 1.69 -0.20 -1.73
O 0.61 -0.75 1.21
N -1.27 0.37 0.13
H -3.17 1.19 -0.24
P 0.23 0.80 0.77
H 1.56 1.63 -1.83
H -1.87 2.32 0.00
*
```

The value obtained for the strongest force on any atom is 2.7 eV Å⁻¹. For the HOMO energy (alpha / beta), the calculation gives -7.98 / -6.26 eV. Its calculated total energy is -630.80354 a.u. For the frontier orbital gap (alpha / beta), the calculation gives 0.315 / 0.248 Ha.

=====

2.
Entry from OMol25: a 2-piece molecular cluster, C5H11N overall (ωB97M-V with the def2-TZVPD basis set).

```
! wB97M-V def2-TZVPD RIJCOSX def2/J DEFGRID3
* xyz 0 1
H -0.87 -0.59 2.33
N 0.96 0.07 -0.23
H 2.47 -0.70 1.16
H -2.21 -1.62 1.72
C 1.13 1.23 0.64
H 0.55 -1.30 -1.67
C 1.60 -0.14 0.91
C -1.17 -1.34 1.59
H 0.23 1.60 1.14
H -0.02 0.90 -3.12
C 0.40 -0.27 -1.35
H -1.45 0.23 -2.32
H -0.60 1.61 -1.60
H -1.02 -0.93 0.59
H 1.76 2.03 0.22
C -0.46 0.67 -2.14
H -0.52 -2.22 1.70
*
```

The value obtained for the strongest force on any atom is 0.4 eV Å⁻¹. For the HOMO energy, the calculation gives -6.85 eV. Its calculated total energy is -251.71374 a.u. For the frontier orbital gap, the calculation gives 0.292 Ha.

=====

3.
Entry from OMol25: a 2-piece molecular cluster, C9H12N2O2S overall (ωB97M-V with the def2-TZVPD basis set).

```
! wB97M-V def2-TZVPD RIJCOSX def2/J DEFGRID3
* xyz 0 1
H -3.49 1.03 -4.10
C 0.23 0.02 -0.53
C 0.32 -0.15 1.96
H 3.79 -0.99 -2.15
C -2.01 -0.23 -1.65
H -1.57 0.82 2.50
H -1.76 -0.83 2.51
C -2.42 -0.28 -2.82
S 3.48 -0.28 -0.96
H -3.56 -0.69 -4.52
C -2.98 0.13 -4.12
C 0.77 0.24 3.39
O 3.98 1.03 -1.14
C -1.27 -0.03 2.03
H 1.60 -0.46 3.59
H 0.01 -0.05 4.18
H 0.65 -1.26 1.95
N 0.81 -0.46 -1.50
H -2.17 0.24 -4.73
C 0.96 0.47 0.73
C -1.35 -0.09 -0.38
H 1.96 0.15 0.81
N -1.88 -0.07 0.76
H 0.92 1.26 3.41
O 3.94 -1.17 0.12
H 1.02 1.66 0.66
*
```

The value obtained for the strongest force on any atom is 4.9 eV Å⁻¹. For the HOMO energy (alpha / beta), the calculation gives -8.79 / -9.31 eV. Its calculated total energy is -1008.05962 a.u. For the frontier orbital gap (alpha / beta), the calculation gives 0.264 / 0.316 Ha.

=====

4.
Entry from OMol25: one molecule with the formula C8H9F (ωB97M-V with the def2-TZVPD basis set).

```
! wB97M-V def2-TZVPD RIJCOSX def2/J DEFGRID3
* xyz 0 1
C 0.03 -1.71 1.25
C -0.52 -0.57 1.92
H -1.38 0.26 -3.32
H 1.38 1.97 1.17
H 1.06 1.72 -1.41
H -0.31 -2.66 1.61
C 0.38 1.48 -0.61
C -0.71 0.79 -1.36
H 1.27 -0.94 -0.26
H -0.82 1.36 2.27
F 1.42 -2.92 -0.16
H 0.39 0.61 -3.08
H -1.59 0.45 -0.71
C -0.52 0.53 -2.66
C 0.57 1.45 0.71
C -0.32 0.71 1.63
C 0.91 -1.71 0.31
H -1.24 -0.83 2.70
*
```

The value obtained for the strongest force on any atom is 4.8 eV Å⁻¹. For the HOMO energy, the calculation gives -8.79 eV. Its calculated total energy is -409.97045 a.u. Its SMILES is C=C\C=C/C=C\C=C\F. For the frontier orbital gap, the calculation gives 0.337 Ha.

=====

> Number 4 is which compound?

C8H9F